[1]
28
Properties=species:S:1:pos:R:3:mulliken_charge:R:1 method="wB97M-V/def2-TZVPD" total_charge=-1 e_homo_ev=-4.4457 e_above_lowest_ev=1.4638 fmax_ha_per_bohr=0.091 e_tot_ha=-1387.9661 gap_ev=7.9
C 1.228 2.124 -2.844 -1.62
C -2.235 -1.246 -0.423 -0.41
C -0.009 -3.028 2.198 -0.30
C 0.533 1.732 -1.582 -0.02
C 1.035 0.544 0.561 -0.52
N 1.471 1.094 -0.617 -0.19
O -1.080 0.015 2.429 -0.74
O 0.324 2.251 2.350 -0.58
O -1.459 1.690 0.571 -0.75
O 1.373 -2.001 -1.208 -0.80
O -1.006 -1.706 -0.844 -0.29
O 0.383 -3.097 0.783 -0.40
P -0.480 1.041 1.503 0.68
P 0.401 -1.737 -0.119 0.77
H 2.147 2.535 -2.545 0.45
H 1.228 1.445 -3.562 0.44
H 0.646 2.958 -3.300 0.37
H -2.913 -1.100 -1.301 0.21
H -2.107 -0.241 0.107 0.19
H -2.651 -1.903 0.270 0.29
H -0.186 -2.006 2.391 0.15
H 0.722 -3.606 2.872 0.23
H -1.095 -3.582 2.405 0.15
H -0.410 1.234 -1.736 0.27
H 0.299 2.729 -1.105 0.24
H 1.827 0.245 1.198 0.54
H -0.208 2.996 2.643 0.29
H 2.224 0.619 -1.095 0.36

---

[2]
90
Properties=species:S:1:pos:R:3:mulliken_charge:R:1 method="wB97M-V/def2-TZVPD" total_charge=+4 e_homo_ev="-16.7701 / -16.7730" fmax_ha_per_bohr=0.058 e_tot_ha=-4600.8311 gap_ev="3.0 / 3.0"
Pd -0.165 -0.479 0.003 -0.04
Se -4.530 3.954 5.641 0.56
N -4.144 2.318 5.195 -0.84
C -3.452 2.290 4.068 0.72
C -2.979 1.114 3.418 0.44
C -3.265 -0.156 3.922 -0.55
C -2.814 -1.260 3.234 -1.22
C -2.069 -1.061 2.077 -0.16
N -1.753 0.133 1.581 0.58
C -2.208 1.251 2.220 -0.13
C -1.970 2.546 1.695 -0.46
N -1.248 2.668 0.418 0.37
C -0.781 4.012 0.109 0.24
C -1.281 5.108 0.714 -1.22
C -2.174 4.990 1.793 -0.15
C -2.451 3.722 2.304 -0.14
C -3.204 3.584 3.517 0.79
N -3.698 4.576 4.233 -0.85
H -3.845 -0.241 4.827 0.62
H -3.041 -2.256 3.569 0.57
H -1.721 -1.930 1.522 0.58
H -0.059 4.056 -0.685 0.35
H -0.955 6.088 0.403 0.56
H -2.586 5.861 2.274 0.65
C -1.035 -3.731 -3.792 -1.11
N -0.617 -2.950 -2.644 0.13
C -1.688 -2.680 -1.712 -0.91
C 0.603 -2.422 -2.525 -0.58
N 0.797 -1.310 -1.795 0.91
C 2.023 -1.004 -1.249 1.68
C 2.865 -2.047 -0.798 -1.20
C 4.156 -1.817 -0.370 -1.40
C 4.682 -0.540 -0.411 -0.88
C 3.878 0.546 -0.802 1.38
C 4.449 1.833 -0.878 -0.92
C 3.693 2.907 -1.302 -1.31
C 2.354 2.738 -1.608 -0.80
C 1.721 1.487 -1.498 -0.21
N 0.347 1.387 -1.573 2.16
C -0.397 2.109 -2.411 -1.02
N -1.670 2.431 -2.027 0.24
C -2.772 2.538 -2.982 -1.30
C -2.148 2.164 -0.692 -1.12
N 0.053 2.558 -3.596 0.32
C -0.412 3.776 -4.227 -1.24
C 1.134 1.924 -4.317 -1.03
C 2.512 0.346 -1.160 -0.30
N 1.629 -2.982 -3.226 0.15
C 2.693 -2.221 -3.830 -0.65
C 1.808 -4.415 -3.305 -1.27
H -1.921 -3.264 -4.225 0.38
H -1.306 -4.748 -3.506 0.38
H -0.266 -3.758 -4.555 0.41
H -2.212 -3.614 -1.497 0.43
H -2.411 -1.984 -2.146 0.33
H -1.287 -2.278 -0.765 0.11
H 2.452 -3.046 -0.775 0.74
H 4.771 -2.635 -0.030 0.59
H 5.711 -0.357 -0.144 0.57
H 5.488 1.966 -0.622 0.55
H 4.140 3.887 -1.366 0.48
H 1.777 3.608 -1.887 0.47
H -2.435 2.346 -3.994 0.45
H -3.225 3.528 -2.938 0.39
H -3.532 1.794 -2.738 0.44
H -0.432 2.011 0.432 0.32
H -2.285 1.076 -0.519 0.48
H -3.104 2.688 -0.580 0.82
H -1.073 4.343 -3.579 0.38
H -0.914 3.576 -5.174 0.40
H 0.461 4.391 -4.460 0.41
H 1.289 0.905 -3.967 0.17
H 2.067 2.484 -4.223 0.34
H 0.871 1.895 -5.375 0.50
H 2.501 -1.154 -3.774 0.06
H 2.773 -2.509 -4.882 0.49
H 3.656 -2.437 -3.362 0.28
H 1.031 -4.944 -2.761 0.38
H 2.778 -4.667 -2.867 0.42
H 1.826 -4.758 -4.341 0.40
N 1.586 -4.395 2.642 -0.19
C 1.853 -2.965 2.918 -0.83
C 1.117 -2.167 1.812 1.17
O 1.117 -0.929 1.841 -0.70
O 0.540 -2.862 0.945 -0.76
H 2.428 -4.974 2.543 0.38
H 1.047 -4.331 1.720 0.27
H 1.001 -4.839 3.358 0.37
H 2.918 -2.744 2.889 0.33
H 1.472 -2.649 3.888 0.37

---

[3]
93
Properties=species:S:1:pos:R:3:lowdin_spin:R:1 method="wB97M-V/def2-TZVPD" spin_multiplicity=5 total_charge=+2 e_homo_ev="-10.9766 / -13.1363" s_squared=6.045 e_above_lowest_ev=0.1118 fmax_ha_per_bohr=0.009 e_tot_ha=-3518.5474 gap_ev="4.8 / 6.7"
Cr 0.439 -0.261 0.659 2.93
C -1.807 -1.960 -2.883 0.00
O -1.779 -2.867 -1.740 0.01
C -1.024 -2.269 -0.845 0.01
N -0.626 -1.065 -1.061 0.00
C -1.387 -0.619 -2.277 0.00
C -0.652 0.331 -3.192 0.00
C -0.164 1.521 -2.658 0.00
C 0.496 2.438 -3.458 0.00
C 0.648 2.191 -4.819 0.00
C 0.127 1.030 -5.367 0.00
C -0.520 0.103 -4.558 0.00
C -0.725 -2.959 0.420 0.01
C -1.037 -4.260 0.771 0.00
C -0.701 -4.681 2.055 0.01
C -0.076 -3.810 2.941 0.00
C 0.191 -2.527 2.500 0.01
N -0.137 -2.130 1.275 -0.01
C 0.807 -1.414 3.241 0.02
N 0.941 -0.278 2.661 -0.01
C 1.569 0.653 3.624 0.00
C 1.660 -0.218 4.901 0.00
O 1.198 -1.547 4.481 0.01
C 0.761 1.914 3.800 0.00
C 1.374 3.155 3.709 0.00
C 0.631 4.315 3.883 0.00
C -0.729 4.234 4.141 0.00
C -1.347 2.992 4.236 0.00
C -0.603 1.836 4.070 0.00
H -2.812 -1.975 -3.292 0.00
H -1.091 -2.343 -3.608 0.00
H -2.272 -0.103 -1.885 0.00
H -0.326 1.742 -1.610 0.00
H 0.869 3.358 -3.024 0.00
H 1.153 2.911 -5.451 0.00
H 0.227 0.835 -6.426 0.00
H -0.922 -0.786 -5.023 0.00
H -1.534 -4.915 0.069 0.00
H -0.935 -5.689 2.367 0.00
H 0.187 -4.109 3.946 0.00
H 2.563 0.900 3.246 0.00
H 0.986 0.119 5.685 0.00
H 2.668 -0.332 5.288 0.00
H 2.437 3.218 3.500 0.00
H 1.116 5.280 3.823 0.00
H -1.307 5.137 4.285 0.00
H -2.407 2.926 4.446 0.00
H -1.095 0.871 4.138 0.00
O -7.633 0.179 1.060 0.00
C -6.629 -0.466 1.679 0.00
O -6.862 -1.354 2.448 0.01
C -5.225 -0.001 1.417 0.03
C -4.202 -0.807 1.908 0.00
C -2.880 -0.458 1.724 0.03
C -2.524 0.714 1.047 0.01
C -3.554 1.527 0.563 0.03
C -4.881 1.171 0.753 0.00
N -1.172 1.019 0.861 0.19
C -0.804 2.303 0.733 0.24
C 0.536 2.610 0.465 0.10
C 1.009 3.936 0.328 0.06
C 2.338 4.164 0.120 0.06
C 3.226 3.066 0.068 0.09
C 2.714 1.803 0.191 0.03
N 1.398 1.544 0.349 0.12
H -7.310 0.834 0.432 0.00
H -4.473 -1.700 2.455 0.00
H -2.108 -1.073 2.164 0.00
H -3.335 2.430 0.010 0.00
H -5.637 1.848 0.374 0.00
H -1.506 3.110 0.903 0.01
H 0.301 4.750 0.407 0.00
H 2.713 5.174 0.016 0.00
H 4.289 3.205 -0.061 0.00
H 3.376 0.946 0.181 0.00
N 2.997 -1.782 1.014 0.02
C 2.212 -1.341 0.137 -0.03
H 3.823 -2.285 0.678 0.00
N 3.878 -3.559 -5.826 0.00
C 2.979 -2.637 -5.431 0.00
O 2.199 -2.066 -6.160 0.00
C 2.922 -2.331 -3.947 0.00
C 2.551 -1.042 -3.582 0.00
C 2.357 -0.751 -2.254 0.00
N 2.530 -1.690 -1.309 -0.01
C 2.898 -2.939 -1.639 0.00
C 3.106 -3.288 -2.954 0.00
H 3.946 -3.755 -6.813 0.00
H 4.617 -3.886 -5.229 0.00
H 2.376 -0.288 -4.336 0.00
H 2.044 0.222 -1.908 0.00
H 2.995 -3.641 -0.822 0.00
H 3.370 -4.310 -3.190 0.00

---

[4]
65
Properties=species:S:1:pos:R:3:mulliken_charge:R:1 method="wB97M-V/def2-TZVPD" total_charge=+1 e_homo_ev=-9.8188 e_above_lowest_ev=8.4196 fmax_ha_per_bohr=0.014 e_tot_ha=-10692.7285 gap_ev=6.5
Ir 0.363 0.999 -0.006 1.20
O 0.919 0.405 1.876 -0.77
N -0.026 0.564 2.828 0.42
C 0.412 0.439 4.098 -0.35
C -0.461 0.539 5.146 -0.82
C -1.811 0.772 4.882 -0.38
C -2.235 0.894 3.579 -0.90
C -1.320 0.791 2.531 0.89
S -1.809 0.936 0.861 -0.65
H 1.473 0.264 4.186 0.54
H -0.087 0.440 6.154 0.46
H -2.520 0.863 5.692 0.45
H -3.266 1.097 3.330 0.49
S 2.660 0.652 -2.605 -0.07
C 2.918 -1.052 -2.120 0.49
C 4.134 -1.609 -2.502 -0.45
C 4.404 -2.948 -2.259 -0.66
C 3.467 -3.726 -1.606 -0.78
C 2.259 -3.170 -1.202 -0.42
C 1.956 -1.837 -1.456 -0.35
As 0.200 -1.205 -0.881 0.91
C -0.401 -2.508 0.396 -0.10
C -1.575 -3.213 0.166 -0.41
C -2.049 -4.090 1.134 -0.78
C -1.351 -4.259 2.320 -0.53
C -0.174 -3.554 2.546 -0.85
C 0.301 -2.672 1.589 -0.06
C -0.906 -1.407 -2.434 0.39
C -2.064 -0.647 -2.556 -0.10
C -2.872 -0.805 -3.671 -0.80
C -2.526 -1.720 -4.656 -0.54
C -1.372 -2.480 -4.530 -0.74
C -0.556 -2.325 -3.419 -0.25
H 4.864 -0.984 -2.998 0.48
H 5.348 -3.371 -2.574 0.41
H 3.667 -4.770 -1.406 0.44
H 1.538 -3.793 -0.688 0.45
H -2.121 -3.083 -0.760 0.41
H -2.963 -4.640 0.958 0.43
H -1.721 -4.945 3.070 0.42
H 0.373 -3.694 3.470 0.44
H 1.212 -2.115 1.770 0.52
H -2.332 0.083 -1.804 0.42
H -3.762 -0.200 -3.776 0.44
H -3.153 -1.833 -5.530 0.39
H -1.100 -3.188 -5.301 0.42
H 0.348 -2.915 -3.331 0.42
C 1.423 6.524 3.154 -0.25
N 1.091 3.041 0.344 0.03
C 2.136 3.014 -0.394 0.44
N 2.895 3.972 -0.920 -0.34
S 2.591 1.259 -0.592 -0.16
H -1.332 3.782 1.422 -0.16
H -3.002 7.165 1.043 0.26
H 0.967 7.415 3.624 0.18
H 0.872 3.858 0.922 -0.19
H 2.540 4.914 -0.984 0.25
H 3.686 3.734 -1.495 0.25
Cl 0.292 6.132 1.961 0.08
Ge -2.529 3.434 0.412 0.56
Cl -2.480 6.660 -0.014 -0.29
Cl -4.049 3.458 2.078 -0.41
Se -0.819 2.767 -4.444 -0.12
C -0.424 2.154 -2.841 -0.25
N -0.140 1.732 -1.791 0.52

---

[5]
8
Properties=species:S:1:pos:R:3:mulliken_charge:R:1 method="wB97M-V/def2-TZVPD" total_charge=0 e_homo_ev=-10.4257 e_above_lowest_ev=0.7496 fmax_ha_per_bohr=0.020 e_tot_ha=-283.2305 gap_ev=11.2
O 1.089 -1.814 0.660 -0.49
C 0.388 -1.345 1.506 0.21
O -0.413 -0.311 1.362 -0.38
H 0.325 -1.729 2.537 0.32
H -0.417 0.013 0.436 0.43
C -0.317 1.747 -2.185 -0.01
N -0.608 0.927 -1.451 -0.38
H -0.048 2.512 -2.865 0.29

---

[6]
15
Properties=species:S:1:pos:R:3:mulliken_charge:R:1 method="wB97M-V/def2-TZVPD" total_charge=+1 e_homo_ev=-13.3493 e_above_lowest_ev=4.4600 fmax_ha_per_bohr=0.168 e_tot_ha=-503.5856 gap_ev=8.4
C 1.141 0.287 -0.644 -0.88
N -0.346 0.068 -0.893 -0.14
C -1.161 -0.132 0.067 0.69
N -1.242 -0.157 1.318 -0.30
N -2.718 -0.272 -0.705 0.38
N -2.572 -0.451 -2.000 -0.15
O -3.563 -0.421 -2.704 -0.40
N -3.936 0.238 0.111 0.12
O -4.971 0.155 -0.412 -0.20
H 1.720 -0.210 -1.422 0.32
H 1.359 1.316 -0.602 0.33
H 1.368 -0.180 0.266 0.36
H -0.614 0.130 -1.855 0.30
H -0.582 -0.342 2.007 0.26
H -2.151 -0.427 1.739 0.30

---

Repeat the sixth record exactly.
15
Properties=species:S:1:pos:R:3:mulliken_charge:R:1 method="wB97M-V/def2-TZVPD" total_charge=+1 e_homo_ev=-13.3493 e_above_lowest_ev=4.4600 fmax_ha_per_bohr=0.168 e_tot_ha=-503.5856 gap_ev=8.4
C 1.141 0.287 -0.644 -0.88
N -0.346 0.068 -0.893 -0.14
C -1.161 -0.132 0.067 0.69
N -1.242 -0.157 1.318 -0.30
N -2.718 -0.272 -0.705 0.38
N -2.572 -0.451 -2.000 -0.15
O -3.563 -0.421 -2.704 -0.40
N -3.936 0.238 0.111 0.12
O -4.971 0.155 -0.412 -0.20
H 1.720 -0.210 -1.422 0.32
H 1.359 1.316 -0.602 0.33
H 1.368 -0.180 0.266 0.36
H -0.614 0.130 -1.855 0.30
H -0.582 -0.342 2.007 0.26
H -2.151 -0.427 1.739 0.30